Entry A
ORCA calculation (wB97M-V/def2-TZVPD) on a 2-piece molecular cluster, CHN2O5 overall.

The calculation puts the lowest unoccupied orbital energy at 0.1375 hartree. For the HOMO energy, the calculation gives -3.9 eV. The value obtained for the HOMO-LUMO gap is 0.27908 hartree. The value obtained for the molar mass is 121.0 g/mol.

The geometry in ORCA input format:
```
! wB97M-V def2-TZVPD RIJCOSX def2/J DEFGRID3
* xyz -1 1
C 2.1289 -0.6472 0.0033
N -1.7411 1.0076 0.1518
N -0.5165 0.7262 0.0019
O 2.5053 -0.9373 -1.0336
O 0.2452 1.7112 0.1154
O 1.9759 -0.3825 1.1111
O -0.1364 -0.4118 -0.2690
O -2.5693 -0.1517 -0.0268
H -1.8920 -0.9145 -0.0542
*
```

***

Entry B
ORCA calculation (wB97M-V/def2-TZVPD) on a 2-piece molecular cluster, CHN2O5 overall.

The calculation puts the lowest unoccupied orbital energy at 0.1478 hartree. For the HOMO energy, the calculation gives -4.4 eV. The value obtained for the HOMO-LUMO gap is 0.30948 hartree. The value obtained for the molar mass is 121.0 g/mol.

The geometry in ORCA input format:
```
! wB97M-V def2-TZVPD RIJCOSX def2/J DEFGRID3
* xyz -1 1
C 0.9452 -1.9704 -0.0251
N -0.4800 1.6973 0.7833
N -0.1518 0.5833 0.2993
O 1.7866 -1.6923 -0.7776
O 0.6102 -0.1922 0.9758
O 0.2832 -2.6970 0.5815
O -0.5420 0.2297 -0.8515
O -1.3139 2.3201 -0.1047
H -1.1375 1.7216 -0.8811
*
```

***

Short version: entry B is the most stable of them.

***

Entry A
ORCA calculation (wB97M-V/def2-TZVPD) on one molecule with the formula C8H18N2O.

The calculation puts the lowest unoccupied orbital energy at 0.0293 hartree. For the HOMO energy, the calculation gives -9.0 eV. The value obtained for the HOMO-LUMO gap is 0.36137 hartree. Its SMILES is CC[C@@H](C)N(N=O)[C@H](C)CC. The value obtained for the molar mass is 158.2 g/mol.

The geometry in ORCA input format:
```
! wB97M-V def2-TZVPD RIJCOSX def2/J DEFGRID3
* xyz 0 1
C 2.1307 1.0667 1.0460
C 2.1828 0.1616 -0.2199
C 0.9181 -0.2523 -0.9074
C 1.2121 -1.3940 -1.8277
N -0.2633 -0.4385 -0.0244
N -0.1888 -1.0051 1.1606
O 0.8574 -1.6750 1.3411
C -1.6049 0.0429 -0.2746
C -2.2363 -0.5204 -1.5916
C -1.6862 1.6060 0.0861
C -1.4766 2.0030 1.5323
H 1.4987 1.8481 0.6088
H 1.5431 0.4192 1.7220
H 3.1390 1.3497 1.1292
H 2.7152 0.5295 -1.0699
H 2.6640 -0.7194 -0.0232
H 0.5008 0.4362 -1.7296
H 0.2809 -1.9813 -2.2044
H 1.7712 -0.9248 -2.6838
H 2.2323 -2.0026 -1.3275
H -2.0786 -0.3603 0.6024
H -1.4207 -0.3098 -2.4821
H -3.2231 -0.1106 -1.6410
H -2.0407 -1.6148 -1.5577
H -0.8828 2.0811 -0.3664
H -2.6961 1.9164 -0.2456
H -1.1507 3.1643 1.2997
H -2.4466 2.0414 2.1395
H -0.7391 1.4611 2.0884
*
```

***

Entry B
ORCA calculation (wB97M-V/def2-TZVPD) on one molecule with the formula C8H18N2O.

The calculation puts the lowest unoccupied orbital energy at 0.0291 hartree. For the HOMO energy, the calculation gives -9.3 eV. The value obtained for the HOMO-LUMO gap is 0.36938 hartree. Its SMILES is CCCCN(CCCC)N=O. The value obtained for the molar mass is 158.2 g/mol.

The geometry in ORCA input format:
```
! wB97M-V def2-TZVPD RIJCOSX def2/J DEFGRID3
* xyz 0 1
C -0.0153 -1.9352 0.4748
C -0.1094 -1.2613 1.8426
C -1.4414 -0.5265 1.9990
C -1.6198 0.8828 1.3169
N -1.2752 0.9982 -0.0799
C -0.1600 1.8064 -0.4378
C 1.2311 1.2201 -0.6553
C 1.2557 0.3547 -1.9520
C 2.3503 -0.6371 -2.1022
N -2.2015 0.6071 -0.9476
O -3.1472 0.0563 -0.4213
H -0.2749 -1.0541 -0.1700
H -0.8775 -2.7122 0.3453
H 0.9773 -2.3432 0.2802
H 0.0180 -1.9790 2.7460
H 0.7106 -0.5329 2.0169
H -1.3696 -0.4075 3.1941
H -2.3634 -1.1298 1.8120
H -1.0685 1.6296 1.9130
H -2.6141 1.2450 1.6060
H -0.6018 2.1684 -1.4034
H -0.2464 2.6436 0.2426
H 1.9761 2.0405 -0.6578
H 1.6911 0.5522 0.1448
H 1.2677 1.1572 -2.7667
H 0.2189 -0.1185 -1.9998
H 3.3806 -0.1664 -1.9515
H 2.1927 -1.1761 -3.0779
H 2.1161 -1.3822 -1.3109
*
```

***

Short version: entry B is the most stable of them.

***

Entry A
ORCA calculation (wB97M-V/def2-TZVPD) on C3H4ClI as an isolated structure.

The calculation puts the lowest unoccupied orbital energy (spin up / spin down) at -0.0150 / -0.0281 hartree. For the HOMO energy (spin up / spin down), the calculation gives -8.4 / -8.6 eV. The value obtained for the HOMO-LUMO gap (spin up / spin down) is 0.29329 / 0.28865 hartree. The value obtained for the molar mass is 202.4 g/mol.

The geometry in ORCA input format:
```
! wB97M-V def2-TZVPD RIJCOSX def2/J DEFGRID3
* xyz 0 1
C 0.1992 -0.2267 -0.6577
C -0.4208 0.2159 0.6110
C -1.9580 0.9026 0.5756
Cl -2.0927 2.4069 -0.1691
I -3.4440 -0.4595 -0.0474
H 0.5930 0.6441 -1.1087
H 0.3714 -1.1908 -1.1062
H -0.4691 -0.5992 1.3070
H 0.0713 0.9871 1.1378
*
```

***

Entry B
ORCA calculation (wB97M-V/def2-TZVPD) on one molecule with the formula C3H4ClI.

The calculation puts the lowest unoccupied orbital energy at 0.0065 hartree. For the HOMO energy, the calculation gives -7.9 eV. The value obtained for the HOMO-LUMO gap is 0.29835 hartree. The value obtained for the molar mass is 202.4 g/mol.

The geometry in ORCA input format:
```
! wB97M-V def2-TZVPD RIJCOSX def2/J DEFGRID3
* xyz 0 1
C -0.8335 0.2436 -0.7575
C -0.5273 0.1694 0.7097
C 0.8191 -0.4548 0.2929
Cl 0.8355 -2.1612 -0.0620
I 2.5287 0.7232 -0.0699
H -1.1081 -0.5582 -1.4058
H -0.5755 1.2605 -1.1646
H -0.3003 1.2392 0.8949
H -0.8385 -0.4616 1.5623
*
```

***

Short version: entry B is the most stable of them.

***

Entry A
ORCA calculation (wB97M-V/def2-TZVPD) on a 2-piece molecular cluster, C4H13NOS2 overall.

The calculation puts the lowest unoccupied orbital energy at 0.0110 hartree. For the HOMO energy, the calculation gives -9.3 eV. The value obtained for the HOMO-LUMO gap is 0.35275 hartree. Its SMILES is CN[C@H](C)CSS.O. The value obtained for the molar mass is 155.3 g/mol.

The geometry in ORCA input format:
```
! wB97M-V def2-TZVPD RIJCOSX def2/J DEFGRID3
* xyz 0 1
C -0.2277 -0.4521 -3.6190
N 0.5013 0.4614 -2.7282
C -0.0963 0.6124 -1.4021
C 0.4673 1.8898 -0.7781
C 0.0056 -0.6234 -0.4933
S -1.4347 -0.7120 0.6324
S -0.6895 -0.4331 2.5572
H 0.3790 -1.2005 -4.1127
H -0.8258 0.1468 -4.3130
H -1.0815 -0.9097 -3.0976
H 0.4691 1.3881 -3.1003
H -1.1858 0.8070 -1.4729
H 1.5461 1.9926 -0.8325
H 0.2460 1.8890 0.2967
H 0.1590 2.8369 -1.2366
H 0.0495 -1.5270 -1.1014
H 0.9229 -0.5684 0.0931
H -0.8192 0.9204 2.6533
O 3.0144 0.2137 2.0051
H 2.8672 0.2792 1.0606
H 2.1913 -0.1282 2.4043
*
```

***

Entry B
ORCA calculation (wB97M-V/def2-TZVPD) on a 2-piece molecular cluster, C4H13NOS2 overall.

The calculation puts the lowest unoccupied orbital energy at 0.0264 hartree. For the HOMO energy, the calculation gives -8.6 eV. The value obtained for the HOMO-LUMO gap is 0.34168 hartree. Its SMILES is CNCCCSS.O. The value obtained for the molar mass is 155.3 g/mol.

The geometry in ORCA input format:
```
! wB97M-V def2-TZVPD RIJCOSX def2/J DEFGRID3
* xyz 0 1
C 2.3034 -2.0113 -2.6021
N 1.0096 -1.5995 -2.0414
C 1.1071 -1.0412 -0.7041
C 0.2142 0.2292 -0.5254
C -1.0037 0.0528 0.3442
S -1.2630 1.0237 1.8194
S 0.4139 0.9655 2.8320
H 3.0097 -2.3865 -1.8634
H 2.7036 -1.1196 -3.0961
H 2.1465 -2.6660 -3.4613
H 0.2707 -2.2838 -2.0910
H 2.1092 -0.7534 -0.3720
H 0.8948 -1.7383 0.1248
H 0.9369 1.0214 -0.2838
H 0.0752 0.5769 -1.5445
H -1.8890 0.3165 -0.2562
H -1.1650 -1.0170 0.4970
H 0.6587 -0.2728 3.3317
O -1.4907 0.8294 -2.9334
H -0.6393 0.3861 -3.0693
H -1.9707 0.5518 -3.7191
*
```

***

Short version: entry A is the most stable of them.